(1)
C26H41Cl3GdN4O5 | ωB97M-V/def2-TZVPD

Structure (XYZ):
```
80
C26H41Cl3GdN4O5 ωB97M-V/def2-TZVPD
Gd -0.747 0.455 -0.638
C 0.194 1.874 4.164
C 0.755 1.256 2.889
C 1.336 2.338 1.971
C 2.642 2.014 1.212
C 3.040 3.211 0.361
C 3.772 1.582 2.133
N 2.305 0.868 0.268
C 3.343 0.315 -0.662
C 2.850 -1.004 -1.238
N 1.513 -0.958 -1.851
C 1.552 -0.158 -3.104
C 0.895 1.208 -3.009
O 0.501 1.780 -3.991
O 0.758 1.644 -1.763
C 0.980 -2.336 -2.139
C -0.538 -2.298 -2.314
C 1.457 -3.444 -1.191
C 1.143 -3.470 0.337
C 2.377 -4.041 1.029
C -0.060 -4.374 0.611
N 0.839 -2.101 0.854
C 0.979 -1.909 2.302
C -0.123 -1.015 2.823
N -0.217 0.332 2.204
C -1.636 0.754 2.315
C -2.500 0.150 1.199
O -3.561 0.622 0.896
O -1.901 -0.852 0.501
H 1.003 2.304 4.756
H -0.315 1.141 4.792
H -0.511 2.676 3.936
H 1.576 0.593 3.175
H 1.578 3.217 2.573
H 0.575 2.685 1.263
H 3.188 4.066 1.021
H 2.263 3.464 -0.363
H 3.978 3.037 -0.169
H 3.881 2.314 2.935
H 4.726 1.536 1.606
H 3.596 0.608 2.597
H 1.872 0.094 0.787
H 1.626 1.237 -0.432
H 4.267 0.143 -0.115
H 3.516 1.088 -1.409
H 2.828 -1.705 -0.412
H 3.605 -1.358 -1.953
H 1.069 -0.692 -3.921
H 2.584 0.019 -3.427
H 1.397 -2.632 -3.110
H -1.079 -2.046 -1.397
H -0.901 -3.290 -2.581
H -0.836 -1.615 -3.114
H 2.534 -3.550 -1.331
H 1.045 -4.362 -1.619
H 2.670 -4.968 0.533
H 2.202 -4.281 2.078
H 3.230 -3.358 0.971
H 0.144 -5.405 0.316
H -0.940 -4.036 0.055
H -0.313 -4.376 1.674
H -0.148 -1.962 0.667
H 1.973 -1.510 2.545
H 0.900 -2.845 2.864
H -0.024 -0.901 3.909
H -1.068 -1.527 2.651
H -1.725 1.833 2.244
H -2.101 0.452 3.261
Cl -6.422 4.819 -1.621
C -4.908 4.098 -1.175
C -4.415 3.034 -1.908
C -3.204 2.512 -1.512
Cl -2.595 1.092 -2.435
C -2.448 2.965 -0.440
O -1.287 2.385 -0.088
C -3.002 4.020 0.271
Cl -2.145 4.638 1.660
C -4.211 4.591 -0.086
H -4.961 2.632 -2.749
H -4.604 5.416 0.491
```

Calculated values
* total charge: +1
* E_HOMO (alpha / beta): -11.0182 / -10.9294 eV
* spin multiplicity: 8
* energy above the lowest of the compared OMol25 structures with the same formula, charge and spin: 113.94 kJ/mol
* molar mass: 753.246 g/mol
* electronic energy: -102224.188 eV

(2)
C81H74F24O16S5 | ωB97M-V/def2-TZVPD

Structure (XYZ):
```
200
C81H74F24O16S5 ωB97M-V/def2-TZVPD
C -2.157 -5.858 3.089
C -2.564 -4.339 3.097
C -2.425 -3.741 1.596
F -3.381 -4.524 0.931
F -2.636 -2.432 1.341
F -3.886 -4.359 3.389
F -2.008 -3.593 4.101
O -1.260 -6.246 2.067
C 0.080 -6.467 2.515
C 0.739 -6.423 1.112
F 0.691 -5.329 0.328
F 1.962 -6.805 1.126
F 0.546 -5.607 3.516
F 0.137 -7.666 3.121
H -3.048 -6.467 2.939
H -1.760 -6.148 4.062
H -1.472 -4.034 1.156
H 0.132 -7.144 0.563
C 3.044 0.392 6.993
C 2.133 -0.785 6.445
C 1.554 -0.392 5.067
F 0.602 -1.187 4.518
F 1.273 0.905 4.928
F 2.848 -1.932 6.604
F 1.086 -0.704 7.269
O 4.349 0.410 6.398
C 4.691 1.557 5.604
C 6.191 1.177 5.129
F 6.198 0.006 4.498
F 7.077 1.898 4.564
F 3.771 1.882 4.610
F 4.790 2.570 6.408
H 3.212 0.214 8.055
H 2.613 1.385 7.119
H 2.303 -0.742 4.358
H 6.826 1.193 6.015
C -3.368 2.454 3.593
C -3.308 1.479 4.757
C -1.993 1.448 5.470
F -1.310 2.610 5.789
F -1.942 0.643 6.550
F -4.212 1.756 5.716
F -3.539 0.253 4.377
O -2.389 3.474 3.501
C -2.746 4.745 3.081
C -1.439 5.543 3.169
F -1.295 6.752 2.489
F -0.943 5.791 4.382
F -3.141 4.545 1.854
F -3.724 5.222 3.683
H -4.404 2.679 3.342
H -3.073 1.852 2.734
H -1.288 0.909 4.838
H -0.626 4.892 2.849
C 8.123 3.515 1.455
S 7.890 1.683 1.511
O 6.430 1.483 1.885
C 8.026 1.138 -0.228
H 8.543 3.865 0.512
H 8.817 3.741 2.264
H 7.106 3.844 1.667
H 7.079 1.437 -0.676
H 7.978 0.066 -0.422
H 8.813 1.470 -0.905
C 0.755 -5.286 -3.766
S -0.961 -5.800 -3.189
O -0.706 -6.715 -1.959
C -1.467 -4.255 -2.308
H 1.144 -4.559 -3.053
H 0.613 -4.984 -4.804
H 1.574 -6.005 -3.819
H -2.525 -3.996 -2.334
H -1.131 -3.339 -2.794
H -1.246 -4.332 -1.244
C -6.183 -2.405 -1.802
S -5.929 -2.870 -0.079
O -6.750 -1.798 0.679
C -7.072 -4.367 -0.017
H -5.783 -1.438 -2.105
H -7.217 -2.377 -2.145
H -5.713 -3.272 -2.266
H -6.879 -4.986 -0.893
H -8.031 -3.857 -0.103
H -6.826 -4.833 0.937
C 2.663 5.371 -1.155
S 4.152 4.699 -1.984
O 5.253 5.354 -1.172
C 3.953 3.010 -1.275
H 2.705 5.309 -0.068
H 1.678 5.148 -1.567
H 2.687 6.457 -1.243
H 4.885 2.445 -1.244
H 3.070 2.495 -1.653
H 3.633 3.098 -0.237
C 5.702 5.143 4.592
S 3.841 5.160 4.255
O 3.187 6.526 4.475
C 3.893 4.899 2.371
H 5.842 5.137 5.673
H 6.257 5.930 4.083
H 5.883 4.093 4.361
H 2.941 4.649 1.903
H 4.701 4.250 2.032
H 4.068 5.873 1.914
C 3.981 -1.915 -2.065
C 5.250 -2.246 -1.585
C 6.250 -2.704 -2.492
C 5.922 -2.915 -3.866
C 4.595 -2.497 -4.343
C 3.744 -1.866 -3.412
C 4.205 -2.678 -5.752
O 3.043 -2.336 -6.072
C 5.220 -3.214 -6.734
C 4.869 -3.325 -8.031
C 5.657 -3.914 -8.997
C 6.825 -4.477 -8.575
C 7.246 -4.374 -7.261
C 6.428 -3.778 -6.256
C 6.856 -3.623 -4.823
O 7.924 -4.249 -4.555
H 3.253 -1.599 -1.332
H 5.367 -2.249 -0.511
H 7.181 -3.027 -2.049
H 2.848 -1.406 -3.802
H 3.943 -2.940 -8.432
H 5.380 -3.881 -10.040
H 7.555 -4.906 -9.246
H 8.147 -4.900 -6.982
C -0.729 0.082 -4.381
C -1.946 0.660 -3.962
C -3.094 0.028 -4.345
C -3.132 -1.222 -4.883
C -1.863 -1.752 -5.404
C -0.682 -1.117 -5.119
C -1.736 -3.097 -6.123
O -0.590 -3.450 -6.481
C -2.981 -3.962 -6.086
C -2.941 -5.226 -6.524
C -3.970 -6.125 -6.295
C -5.186 -5.590 -5.914
C -5.314 -4.271 -5.552
C -4.243 -3.436 -5.560
C -4.402 -2.051 -5.142
O -5.464 -1.450 -4.908
H 0.135 0.664 -4.099
H -1.972 1.629 -3.487
H -4.060 0.404 -4.041
H 0.242 -1.451 -5.567
H -2.021 -5.717 -6.805
H -3.919 -7.193 -6.447
H -5.994 -6.300 -5.816
H -6.261 -3.849 -5.248
C -2.935 2.098 -0.558
C -3.113 0.780 -0.882
C -2.066 -0.131 -0.677
C -0.826 0.210 -0.176
C -0.614 1.545 0.170
C -1.678 2.461 -0.041
C 0.704 1.889 0.808
O 1.060 3.104 0.983
C 1.649 0.808 1.099
C 2.751 1.057 1.834
C 3.680 0.052 2.245
C 3.388 -1.265 1.917
C 2.352 -1.486 1.077
C 1.387 -0.579 0.750
C 0.093 -0.892 0.092
O -0.283 -2.124 0.025
H -3.734 2.817 -0.660
H -4.074 0.363 -1.142
H -2.228 -1.166 -0.939
H -1.440 3.466 0.274
H 2.998 2.057 2.161
H 4.405 0.330 2.995
H 3.941 -2.033 2.436
H 2.099 -2.515 0.864
C -6.128 7.933 3.788
C -6.850 7.009 4.506
C -7.230 5.769 3.835
C -6.654 5.405 2.664
C -5.899 6.392 1.932
C -5.663 7.627 2.570
C -5.405 6.068 0.532
O -4.479 6.816 0.142
C -5.830 4.835 -0.120
C -5.631 4.501 -1.531
C -6.197 3.353 -2.134
C -7.148 2.697 -1.355
C -7.343 2.878 0.022
C -6.670 3.930 0.637
C -6.865 4.025 2.131
O -7.047 3.044 2.820
H -5.993 8.943 4.148
H -7.229 7.300 5.474
H -7.900 5.056 4.293
H -5.177 8.450 2.066
H -4.955 5.153 -2.064
H -6.163 3.084 -3.180
H -7.625 1.915 -1.927
H -7.977 2.253 0.633
```

Calculated values
* total charge: -1
* E_HOMO (alpha / beta): -3.0247 / -6.3379 eV
* spin multiplicity: 2
* molar mass: 1919.754 g/mol
* electronic energy: -237342.902 eV

Q: Which formula does entry 2 have?
A: C81H74F24O16S5

Q: molar mass of number 1 (C26H41Cl3GdN4O5)?
A: 753.246 g/mol